Record 1
Computed, not measured: 2 unconnected molecules or ions with the total composition C3H5N3OS, with ωB97M-V with the def2-TZVPD basis set.

The value obtained for the HOMO energy (spin up / spin down) is -7.24 / -9.54 eV. As for the spin multiplicity: 3. For the HOMO-LUMO gap (spin up / spin down), the calculation gives 0.287 / 0.275 hartree. For the energy above the lowest of the compared OMol25 structures with the same formula, charge and spin, the calculation gives 97.97 kJ/mol. The value obtained for the largest force on an atom is 0.0751 Eh/bohr. The expectation value of S² is 2.013. The calculation puts the LUMO energy (spin up / spin down) at 0.56 / -2.06 eV. The value obtained for the molecular weight is 131.16 g/mol.

Last column: natural (NBO) charge in e.
Cartesian coordinates (Å):
S -2.27 -0.40 -0.10  1.17
O -3.02 -0.36 1.14  -0.83
N 1.02 -1.25 -0.66  -0.43
N -2.50 1.10 -0.85  -1.07
N 2.33 -1.00 -0.48  -0.25
C 2.44 -0.18 0.52  -0.05
C 0.30 -0.49 0.24  0.24
C 1.17 0.21 0.99  -0.46
H -2.48 1.96 -0.29  0.41
H -2.07 1.17 -1.84  0.40
H 3.35 0.23 0.83  0.21
H 1.02 0.75 1.99  0.24
H 0.72 -1.73 -1.48  0.41

Record 2
Computed, not measured: a molecular structure, C3H2LuO3, with ωB97M-V with the def2-TZVPD basis set.

The value obtained for the HOMO energy (spin up / spin down) is -15.76 / -20.45 eV. As for the spin multiplicity: 2. For the HOMO-LUMO gap (spin up / spin down), the calculation gives 0.140 / 0.316 hartree. Its charge is +2. For the energy above the lowest of the compared OMol25 structures with the same formula, charge and spin, the calculation gives 167.96 kJ/mol. The value obtained for the largest force on an atom is 0.1590 Eh/bohr. The expectation value of S² is 0.751. The calculation puts the LUMO energy (spin up / spin down) at -11.95 / -11.84 eV. The value obtained for the molecular weight is 261.01 g/mol.

Last column: natural (NBO) charge in e.
Cartesian coordinates (Å):
Lu 2.27 1.44 -0.60  1.80
O -2.64 0.76 -0.28  -0.12
O 1.77 -0.69 -0.34  -0.65
O 0.27 1.42 0.15  -0.82
C -0.32 0.24 0.28  -0.09
C 0.59 -0.95 -0.01  0.46
C -1.70 0.07 -0.34  0.84
H -0.39 -0.35 1.34  0.33
H 0.17 -1.94 -0.21  0.25

Record 3
Computed, not measured: a molecular structure, C7H12N2, with ωB97M-V with the def2-TZVPD basis set.

The value obtained for the HOMO energy is -8.77 eV. As for the spin multiplicity: 1. For the HOMO-LUMO gap, the calculation gives 0.361 hartree. For the energy above the lowest of the compared OMol25 structures with the same formula, charge and spin, the calculation gives 408.00 kJ/mol. The value obtained for the largest force on an atom is 0.0513 Eh/bohr. The calculation puts the LUMO energy at 1.07 eV. The value obtained for the molecular weight is 124.19 g/mol.

Last column: natural (NBO) charge in e.
Cartesian coordinates (Å):
N -0.89 2.23 0.95  -0.61
N 0.40 -2.49 -0.51  -0.63
C -0.36 -1.25 -0.15  -0.03
C 0.23 2.38 -0.02  -0.22
C 0.81 -0.34 -0.53  -0.25
C -1.07 -0.63 1.08  -0.43
C -0.44 0.78 1.00  -0.02
C 0.05 0.92 -0.43  -0.25
C 1.24 -1.59 -1.37  -0.21
H 0.86 -2.95 0.28  0.36
H 0.08 3.22 -0.78  0.19
H -2.16 -0.60 1.02  0.22
H -0.75 -1.09 2.02  0.22
H -0.85 0.90 -1.11  0.19
H 2.30 -1.77 -1.47  0.20
H 0.47 0.80 1.69  0.18
H -1.79 2.32 0.46  0.35
H 0.78 -1.60 -2.35  0.19
H 1.59 -0.32 0.25  0.19
H -1.03 -1.24 -1.04  0.17
H 1.14 2.61 0.53  0.19

Record 4
Computed, not measured: C28H22F6N4O4 in the gas phase, with ωB97M-V with the def2-TZVPD basis set.

The value obtained for the HOMO energy is -9.11 eV. As for the spin multiplicity: 1. Its SMILES is O=C(NCc1cc(C(F)(F)F)cc(C(F)(F)F)c1)[C@@]12CN(Cc3ccccc3)C[C@@H]1C(c1cccc([N+](=O)[O-])c1)=NO2. For the HOMO-LUMO gap, the calculation gives 0.308 hartree. The value obtained for the largest force on an atom is 0.0243 Eh/bohr. The calculation puts the LUMO energy at -0.74 eV. The value obtained for the molecular weight is 592.50 g/mol.

Last column: natural (NBO) charge in e.
Cartesian coordinates (Å):
F 0.32 1.70 8.63  -0.32
F 1.48 0.01 9.28  -0.32
F 3.99 -1.74 5.50  -0.32
F 2.64 -3.31 4.95  -0.32
F 3.11 -1.77 3.53  -0.32
F -0.66 -0.14 9.14  -0.32
O -4.41 1.64 -6.38  -0.37
O 0.03 1.53 0.46  -0.37
O -4.28 0.03 -4.96  -0.37
O -1.72 -1.36 1.64  -0.63
N -3.98 1.13 -5.36  0.53
N 0.86 -0.75 -1.43  -0.44
N -1.03 0.56 2.63  -0.61
N -0.40 2.25 -0.61  -0.07
C 0.66 -0.86 4.46  -0.11
C 1.93 -0.20 -4.00  -0.25
C -1.12 -0.30 1.60  0.67
C 0.81 -0.75 0.02  -0.23
C 0.43 0.37 8.54  0.97
C 0.54 -0.08 7.10  -0.16
C -0.52 -0.88 -1.85  -0.22
C -1.53 0.23 3.94  -0.26
C 2.02 0.03 -5.36  -0.19
C 1.91 -2.56 -4.38  -0.23
C -1.25 0.11 -0.95  -0.29
C 1.69 -1.18 5.33  -0.15
C -1.10 1.55 -1.41  0.17
C -1.78 3.89 -4.24  -0.21
C -0.43 -0.13 4.90  -0.05
C 2.01 -2.34 -5.75  -0.21
C 2.06 -1.04 -6.24  -0.22
C 2.86 -1.99 4.83  0.97
C -1.66 2.09 -2.63  -0.01
C 1.64 -0.80 6.67  -0.16
C -2.67 3.16 -5.01  -0.16
C 1.87 -1.49 -3.50  0.06
C -0.48 0.26 6.23  -0.11
C -3.05 1.90 -4.57  0.02
C -0.39 0.16 0.34  0.15
C -1.27 3.36 -3.06  -0.15
C 1.76 -1.72 -2.01  -0.25
C -2.56 1.35 -3.40  -0.19
H 2.44 -1.06 7.34  0.25
H 2.13 -0.87 -7.30  0.21
H -2.89 0.37 -3.10  0.25
H -2.13 1.06 4.33  0.21
H 0.62 -1.75 0.44  0.19
H -0.61 -0.65 -2.91  0.22
H -0.57 3.92 -2.46  0.24
H 1.44 -2.75 -1.81  0.17
H -0.92 -1.90 -1.68  0.18
H 0.72 -1.18 3.43  0.22
H -2.19 -0.64 3.81  0.25
H 1.86 -3.57 -4.01  0.21
H 1.89 0.63 -3.30  0.23
H 2.74 -1.57 -1.55  0.21
H 2.04 -3.17 -6.43  0.21
H 2.06 1.04 -5.73  0.21
H -2.29 -0.17 -0.77  0.25
H -0.49 1.40 2.51  0.42
H -1.33 0.83 6.60  0.22
H -1.47 4.88 -4.56  0.23
H -3.07 3.55 -5.93  0.25
H 1.73 -0.35 0.44  0.22